Below is 8 unconnected molecules or ions with the total composition C6H28O8 at a distorted geometry, with properties calculated with wB97M-V/def2-TZVPD.

## Properties
Spin multiplicity: 2
Lowest unoccupied orbital energy (spin up / spin down) (eV): -2.66 / -9.41
Energy (Ha): -846.95612
Largest force on an atom (eV/A): 2.584
⟨S²⟩: 0.754
Total charge: +1
ΔE to the lowest compared entry with this formula, charge and spin (eV): 0.1599

Each line ends with the natural charge from an NBO analysis.
Atoms and positions in Å:
O (2.05448, 1.43375, -2.62054)  -0.996
H (1.25513, 1.62249, -3.11212)  0.502
H (2.76375, 1.71455, -3.19875)  0.489
O (-3.22363, 0.08807, -2.13251)  -0.936
H (-2.31727, 0.31108, -1.92036)  0.472
H (-3.73271, 0.84077, -1.83164)  0.467
O (-0.60477, 1.66448, -0.91419)  -0.981
H (0.00534, 1.75045, -1.64671)  0.489
H (-0.08105, 1.28408, -0.20903)  0.498
O (-2.29144, 2.98348, -2.53614)  -0.976
H (-1.74482, 2.76443, -1.78152)  0.493
H (-3.04992, 3.43109, -2.16120)  0.485
O (3.28464, 2.29336, -0.22118)  -0.971
H (3.67234, 3.04493, -0.66960)  0.474
H (2.65122, 1.94134, -0.84655)  0.486
O (-0.21927, 2.21614, -4.10370)  -0.995
H (-0.95510, 2.73298, -3.77557)  0.510
H (-0.51830, 1.88312, -4.94982)  0.491
C (1.97428, -3.63552, 1.73711)  -0.619
C (1.77147, -2.14419, 2.01926)  0.054
C (2.84631, -1.65977, 3.01722)  -0.573
O (1.92631, -1.39285, 0.83298)  -0.208
H (2.88897, -3.68655, 1.14648)  0.245
H (1.15179, -3.91700, 1.07956)  0.249
H (1.93034, -4.24455, 2.64002)  0.258
H (0.77827, -1.94559, 2.42201)  0.262
H (2.82910, -0.60367, 3.28640)  0.254
H (3.79366, -1.89566, 2.53247)  0.249
H (2.82607, -2.12041, 4.00489)  0.276
H (1.37811, -0.63596, 1.05252)  0.532
C (-2.83500, 0.31452, 1.16834)  -0.650
C (-1.63087, -0.61836, 1.43968)  0.082
C (-1.48589, -1.72191, 0.45295)  -0.635
O (-0.50417, 0.26776, 1.44690)  -0.785
H (-3.77072, -0.23799, 1.08311)  0.235
H (-2.77673, 0.91156, 0.25826)  0.226
H (-3.03524, 1.03086, 1.96513)  0.210
H (-1.80664, -1.00403, 2.44390)  0.170
H (-0.65478, -2.36595, 0.74030)  0.176
H (-1.29290, -1.34863, -0.55280)  0.234
H (-2.42645, -2.25945, 0.33261)  0.259
H (-0.82399, 0.91268, 2.08203)  0.499

=====

Below is a molecular structure, C53H81BGeN10O6Se2Sr, with properties calculated with wB97M-V/def2-TZVPD.

## Properties
Lowest unoccupied orbital energy (eV): 3.58
Energy (Ha): -10002.67171
Largest force on an atom (eV/A): 0.620
Total charge: -2
ΔE to the lowest compared entry with this formula, charge and spin (eV): 0.0000

Each line ends with the Mulliken charge.
Atoms and positions in Å:
Sr (-0.31122, -0.24719, 1.06835)  2.505
C (3.74677, 1.02860, 5.40974)  -1.229
N (2.53222, 1.40644, 4.72979)  0.582
C (2.11428, 2.76631, 4.95070)  -0.782
C (2.06433, 0.66054, 3.63481)  -0.854
N (0.81769, 0.41586, 3.40690)  1.153
C (-0.16660, 0.66382, 4.45611)  -0.716
C (-1.14905, 1.74952, 4.03112)  -1.724
N (-2.01912, 1.34361, 2.92587)  1.967
C (-2.46745, 2.52990, 2.19274)  -0.391
C (-1.38752, 3.09631, 1.26083)  -1.224
N (-1.48863, 2.53467, -0.07243)  0.453
C (-1.82540, 3.27886, -1.05117)  0.096
N (-1.63666, 2.86030, -2.35437)  0.304
C (-0.81910, 1.67758, -2.56877)  -0.873
C (-2.72195, 3.00300, -3.30283)  -0.993
N (-2.33517, 4.58764, -0.92225)  0.452
C (-1.99289, 5.61151, -1.87683)  -1.202
C (-3.57264, 4.79916, -0.20999)  -0.972
C (-3.15928, 0.58322, 3.46070)  -2.357
C (-3.77106, -0.43157, 2.50757)  1.272
N (-4.38913, 0.11307, 1.32232)  0.398
C (-5.55568, -0.21876, 0.96808)  -0.008
N (-6.03053, 0.18610, -0.28407)  0.230
C (-5.04410, 0.66760, -1.23227)  -0.212
C (-7.10533, -0.54305, -0.92317)  -1.123
N (-6.51524, -0.96838, 1.71706)  0.178
C (-6.89838, -0.42430, 3.00501)  -0.864
C (-6.32970, -2.40816, 1.68798)  -0.514
N (3.06339, 0.16583, 2.84365)  0.648
C (4.17409, 0.99959, 2.43348)  -1.014
C (2.92188, -1.07042, 2.10910)  0.854
H (3.59416, 1.09704, 6.49170)  0.353
H (4.60001, 1.67093, 5.14875)  0.333
H (4.00140, 0.00095, 5.16272)  0.342
H (2.88120, 3.48058, 4.61367)  0.346
H (1.93208, 2.94501, 6.01555)  0.269
H (1.20000, 2.97511, 4.40927)  0.274
H (0.29970, 0.94487, 5.40496)  0.545
H (-0.71916, -0.25881, 4.66204)  -0.075
H (-0.59026, 2.62635, 3.69787)  0.596
H (-1.75837, 2.06736, 4.89311)  0.087
H (-2.81573, 3.30067, 2.90440)  0.000
H (-3.31574, 2.22224, 1.58597)  -0.016
H (-0.40278, 2.81508, 1.65389)  0.250
H (-1.41735, 4.19259, 1.25049)  0.181
H (-0.46685, 1.68480, -3.60430)  0.233
H (-1.37049, 0.75146, -2.38347)  -0.033
H (0.02855, 1.70388, -1.88965)  0.337
H (-2.33992, 3.31608, -4.27941)  0.265
H (-3.44380, 3.74183, -2.95922)  0.354
H (-3.24921, 2.05112, -3.43361)  0.160
H (-1.11072, 5.30986, -2.43632)  0.356
H (-1.77311, 6.54845, -1.35353)  0.334
H (-2.80408, 5.81462, -2.59223)  0.344
H (-3.78464, 3.95431, 0.43885)  0.282
H (-4.42084, 4.91545, -0.90264)  0.312
H (-3.51663, 5.70300, 0.40605)  0.266
H (-3.92752, 1.28347, 3.83684)  0.194
H (-2.81767, 0.00057, 4.32125)  0.705
H (-4.42701, -1.07165, 3.10307)  0.219
H (-2.97120, -1.08964, 2.15114)  -1.266
H (-4.59827, -0.16225, -1.79974)  -0.035
H (-4.23670, 1.17183, -0.71022)  -0.320
H (-5.52805, 1.35148, -1.93601)  0.501
H (-6.73418, -1.42845, -1.46074)  0.211
H (-7.59486, 0.10844, -1.65193)  0.356
H (-7.83448, -0.85800, -0.18339)  0.335
H (-6.93808, 0.66326, 2.93903)  0.343
H (-6.22806, -0.69506, 3.82943)  0.300
H (-7.90046, -0.78685, 3.25681)  0.265
H (-6.03250, -2.71123, 0.68531)  -0.078
H (-7.27711, -2.89999, 1.93188)  0.378
H (-5.56324, -2.76429, 2.38738)  0.220
H (5.13220, 0.52113, 2.67096)  0.280
H (4.13236, 1.96537, 2.93369)  0.304
H (4.12077, 1.17087, 1.35364)  0.146
H (2.04235, -1.61757, 2.42908)  -0.874
H (3.78582, -1.71693, 2.30054)  0.305
H (2.86439, -0.89468, 1.03267)  -0.414
O (1.25159, -4.82947, 3.93383)  -0.705
C (0.27828, -3.84999, 4.27741)  -1.168
C (-1.08226, -4.07064, 3.60454)  3.446
C (-1.77867, -5.24030, 4.31510)  -1.627
O (-3.16911, -5.33650, 4.01942)  -0.620
C (-1.93608, -2.80139, 3.74692)  -0.640
Se (-2.70800, -2.41760, 5.52755)  -0.520
C (-0.93343, -4.41118, 2.10475)  -1.663
Se (0.46003, -3.45089, 1.07788)  -0.535
H (1.44500, -4.65460, 2.99332)  0.333
H (0.63915, -2.84944, 4.00941)  0.004
H (0.15643, -3.87663, 5.36164)  0.620
H (-1.65571, -5.10850, 5.39426)  0.394
H (-1.31361, -6.18212, 4.01678)  0.536
H (-3.56418, -4.59094, 4.50560)  0.371
H (-2.76429, -2.87887, 3.04245)  0.070
H (-1.32496, -1.95158, 3.41274)  -0.863
H (-1.89185, -4.25168, 1.61110)  0.456
H (-0.68642, -5.46798, 1.99846)  0.439
O (-2.21645, -1.42216, -2.02717)  -0.287
B (-2.17711, -1.44062, -0.56893)  -0.833
O (-3.25653, -2.34146, -0.21269)  0.269
C (-3.83675, -2.80535, -1.34114)  0.485
C (-4.87076, -3.70614, -1.48925)  -0.948
C (-5.30362, -3.98638, -2.78926)  -0.826
C (-4.70622, -3.38745, -3.88972)  -0.628
C (-3.63985, -2.49622, -3.73337)  -0.990
C (-3.21767, -2.22801, -2.44921)  0.507
H (-5.30978, -4.19373, -0.62840)  0.578
H (-6.11395, -4.68999, -2.93839)  0.397
H (-5.06086, -3.62438, -4.88585)  0.375
H (-3.15038, -2.03930, -4.58446)  0.498
O (3.42672, 0.92468, -0.95320)  -0.635
C (2.23920, 0.54214, -1.01323)  -0.123
O (1.33974, 0.84792, -0.18521)  -1.019
C (1.89239, -0.38434, -2.17316)  -0.353
C (2.56990, 0.05244, -3.47071)  -1.118
Ge (4.53178, 0.23202, -3.34649)  2.382
C (5.35246, 1.94034, -2.82357)  0.218
C (5.18381, 3.05972, -3.63459)  -0.296
C (5.76975, 4.27835, -3.31302)  -0.657
C (6.56174, 4.38651, -2.17991)  -0.407
C (6.75278, 3.27468, -1.36931)  -0.723
C (6.14602, 2.06768, -1.68562)  -0.160
C (5.10017, 0.25043, -5.27212)  -0.502
C (4.21030, 0.15490, -6.34034)  -0.370
C (4.64543, 0.22043, -7.66087)  -0.671
C (5.99307, 0.38183, -7.94098)  -0.413
C (6.89984, 0.48418, -6.89254)  -0.747
C (6.45203, 0.42422, -5.58145)  -0.007
C (5.44479, -1.37250, -2.65031)  -0.232
C (5.59719, -1.65265, -1.28963)  0.484
C (6.21868, -2.81864, -0.86259)  -0.857
C (6.70098, -3.73535, -1.78510)  -0.443
C (6.56197, -3.47478, -3.13937)  -0.769
C (5.94400, -2.30487, -3.56251)  -0.259
H (0.80960, -0.47052, -2.27407)  -0.310
H (2.25761, -1.37911, -1.89112)  0.435
H (2.14486, 0.99647, -3.82641)  0.487
H (2.38603, -0.68949, -4.25133)  0.371
H (4.58966, 2.98280, -4.53997)  0.358
H (5.61220, 5.14019, -3.95126)  0.375
H (7.02641, 5.33236, -1.92725)  0.344
H (7.36539, 3.35265, -0.47860)  0.405
H (6.27523, 1.21710, -1.02826)  0.149
H (3.15082, 0.02684, -6.14993)  0.202
H (3.92817, 0.14344, -8.46990)  0.389
H (6.33666, 0.42974, -8.96754)  0.350
H (7.95589, 0.61461, -7.09934)  0.374
H (7.17250, 0.51834, -4.77418)  0.354
H (5.20017, -0.96260, -0.56115)  0.223
H (6.30503, -3.01996, 0.19848)  0.400
H (7.16892, -4.65298, -1.44963)  0.362
H (6.92520, -4.18688, -3.87121)  0.380
H (5.84423, -2.12266, -4.62624)  0.290

=====

Below is a molecular structure, C33H23I2N5O3V at a distorted geometry, with properties calculated with wB97M-V/def2-TZVPD.

## Properties
Spin multiplicity: 2
Lowest unoccupied orbital energy (spin up / spin down) (eV): -7.53 / -6.86
Energy (Ha): -3309.82830
Largest force on an atom (eV/A): 4.307
⟨S²⟩: 0.777
Total charge: +2

Each line ends with the natural charge from an NBO analysis.
Atoms and positions in Å:
V (0.14098, -0.06571, -0.01871)  1.768
I (-0.49190, -2.95178, -7.07509)  0.248
C (0.04650, -2.17631, -5.19984)  -0.160
C (1.00099, -2.67950, -4.43009)  -0.196
C (1.28018, -2.22965, -3.15611)  -0.187
I (2.61359, -3.16039, -1.91214)  0.258
C (0.46190, -1.22929, -2.66079)  0.199
O (0.75720, -0.66906, -1.49279)  -0.598
C (-0.60032, -0.68623, -3.40839)  -0.080
C (-1.29023, 0.47859, -2.77459)  -0.239
N (-1.59159, 0.17299, -1.34622)  -0.629
C (-2.56639, -0.95400, -1.24806)  -0.267
C (-1.89163, -2.18344, -0.75036)  0.227
C (-2.45699, -3.46707, -1.07047)  -0.211
C (-1.85083, -4.60309, -0.44286)  -0.102
C (-0.64017, -4.44922, 0.25317)  -0.228
C (-0.19610, -3.17854, 0.51462)  0.066
N (-0.87746, -2.10787, 0.11487)  -0.524
C (-0.80323, -1.16257, -4.68968)  -0.190
H (1.63066, -3.50122, -4.83571)  0.247
H (-2.25210, 0.68284, -3.24145)  0.225
H (-0.75500, 1.40984, -2.88501)  0.250
H (-2.09995, 0.97415, -0.95617)  0.439
H (-3.03448, -1.12994, -2.19257)  0.241
H (-3.25549, -0.59957, -0.50596)  0.233
H (-3.25608, -3.50741, -1.82481)  0.250
H (-2.29644, -5.57638, -0.57032)  0.250
H (-0.00516, -5.19387, 0.65906)  0.248
H (0.72656, -3.06732, 1.06923)  0.212
H (-1.55445, -0.71062, -5.35675)  0.248
C (-2.84283, 1.23204, 3.10306)  -0.191
C (-2.35890, 0.88553, 1.83752)  0.110
N (-1.12533, 0.36495, 1.70018)  -0.524
C (-0.52344, -0.05733, 2.81967)  0.148
C (-1.07635, 0.09654, 4.10572)  -0.057
C (-2.25387, 0.85845, 4.22002)  -0.096
C (-0.45439, -0.51334, 5.25903)  -0.168
C (0.73585, -1.11162, 5.15260)  -0.154
C (1.39260, -1.26466, 3.89768)  -0.107
C (2.60300, -1.86731, 3.69420)  -0.083
C (3.29997, -1.67369, 2.50974)  -0.227
C (2.68918, -1.05128, 1.44497)  0.086
N (1.39667, -0.67999, 1.52123)  -0.549
C (0.80642, -0.71059, 2.73519)  0.272
H (-3.66748, 1.88473, 3.12300)  0.244
H (-2.86765, 1.19130, 0.84494)  0.232
H (-2.67231, 1.13032, 5.17962)  0.253
H (-0.76629, -0.24478, 6.34110)  0.261
H (1.22933, -1.46030, 6.05196)  0.247
H (3.22442, -2.36137, 4.49441)  0.262
H (4.28657, -1.96359, 2.24646)  0.257
H (3.16072, -0.84712, 0.50228)  0.252
O (-1.39894, 2.79859, -0.22356)  -0.613
C (-0.17133, 2.92462, -0.19940)  0.700
N (0.70469, 1.80531, -0.16605)  -0.769
C (1.98399, 2.20591, -0.63362)  0.666
O (2.80872, 1.48208, -1.02797)  -0.514
C (1.93239, 3.75055, -0.74895)  -0.059
C (2.90644, 4.60667, -1.16089)  -0.178
C (2.57639, 5.95462, -1.18387)  -0.176
C (1.29287, 6.37268, -0.84837)  -0.172
C (0.26342, 5.46704, -0.46715)  -0.155
C (0.63201, 4.15412, -0.48094)  -0.175
H (3.86209, 4.23083, -1.52534)  0.246
H (3.26379, 6.72060, -1.55198)  0.244
H (1.01170, 7.43483, -0.92464)  0.239
H (-0.77679, 5.77633, -0.20787)  0.249

=====

Below is a molecular structure, C4H29NO12 at a distorted geometry, with properties calculated with wB97M-V/def2-TZVPD.

## Properties
Lowest unoccupied orbital energy (eV): 4.81
Energy (Ha): -1127.48407
Largest force on an atom (eV/A): 1.797
Total charge: -2
ΔE to the lowest compared entry with this formula, charge and spin (eV): 0.0000

Each line ends with the natural charge from an NBO analysis.
Atoms and positions in Å:
C (-1.09917, 0.17451, -0.78780)  -0.224
C (-1.58970, -0.92581, -1.74873)  -0.448
C (-3.11477, -1.03460, -2.03281)  -0.064
O (-3.43432, -0.62644, -3.37302)  -0.733
N (0.11171, 0.81361, -1.22665)  -0.674
C (1.28278, -0.03321, -1.28006)  0.087
O (1.27947, -1.06968, -0.29366)  -0.817
H (-0.97754, -0.33699, 0.18050)  0.194
H (-1.93093, 0.87752, -0.66742)  0.176
H (-1.15916, -0.82878, -2.75688)  0.205
H (-1.27084, -1.88766, -1.34457)  0.218
H (-3.32643, -2.08999, -2.06991)  0.179
H (-3.61421, -0.42711, -1.27436)  0.157
H (0.32205, 1.67030, -0.76011)  0.397
H (2.16569, 0.57613, -1.11692)  0.191
H (1.32854, -0.60226, -2.21702)  0.146
H (1.68231, -0.77899, 0.54732)  0.527
H (1.73501, 1.36407, 1.60250)  0.505
O (2.22471, 0.50050, 1.70052)  -1.062
H (2.76458, -2.06784, -0.73836)  0.496
H (2.74206, -3.54239, -0.42095)  0.468
O (3.30122, -2.89001, -0.89047)  -0.992
H (1.59130, -0.02947, 2.27512)  0.505
H (1.12503, -1.08338, 3.92387)  0.446
O (0.80392, -1.38324, 3.06556)  -1.206
H (-2.17047, -1.21949, 2.55155)  0.444
H (-0.67573, -1.39599, 3.11906)  0.512
O (-1.69584, -1.44412, 3.35905)  -1.026
H (0.83093, -2.71842, 2.38633)  0.518
H (0.57481, -2.95507, 0.85422)  0.464
O (0.57384, -3.44803, 1.68717)  -1.062
H (-1.46429, -4.22653, 1.87528)  0.481
H (-1.88785, -2.99466, 2.50800)  0.493
O (-2.29233, -3.83774, 2.18667)  -1.017
H (-0.95841, 3.26507, -2.67509)  0.459
H (-3.10825, 0.24091, -3.47146)  0.456
O (-0.46313, 4.10258, -2.63481)  -1.014
H (1.77940, 3.70111, -1.54634)  0.487
H (2.41648, 3.70559, -0.18383)  0.490
O (2.59245, 3.97196, -1.08376)  -0.984
H (-1.00923, 3.19469, 0.20925)  0.431
H (-0.43284, 4.34068, -1.68218)  0.519
O (-0.38021, 3.91735, 0.02649)  -1.164
H (1.38264, 3.32282, 2.38607)  0.454
H (0.46300, 3.47627, 0.85272)  0.495
O (1.13303, 2.89321, 1.55672)  -1.113